(1)
Entry from OMol25: a molecular structure, C3H3HgO2 (ωB97M-V/def2-TZVPD).

Results
ΔE to the lowest compared entry with this formula, charge and spin: 55.9 kcal/mol
HOMO level (spin up / spin down): -13.4 / -14.0 eV
Orbital gap (spin up / spin down): 8.779 / 6.267 eV
Charge: +1
Multiplicity: 3

The geometry in XYZ format:
```
9
Properties=species:S:1:pos:R:3:lowdin_charge:R:1
O -0.81 0.96 0.66 0.062
Hg 0.92 1.45 -3.34 1.042
O -0.05 1.12 -1.46 -0.194
C 0.11 0.92 -0.29 -0.299
C -0.68 -0.31 1.26 -0.026
C 0.20 -1.01 0.43 0.062
H -0.70 -0.27 2.35 0.140
H -0.18 -1.59 -0.41 0.109
H 1.19 -1.27 0.82 0.102
```

(2)
Entry from OMol25: C3H6N2OS in the gas phase (ωB97M-V/def2-TZVPD).

Results
ΔE to the lowest compared entry with this formula, charge and spin: 37.9 kcal/mol
SMILES: [H]/N=C1\NS[C@H](C)O1
HOMO level: -8.7 eV
Orbital gap: 9.063 eV

The geometry in XYZ format:
```
13
Properties=species:S:1:pos:R:3:lowdin_charge:R:1
H 3.12 0.52 0.33 0.040
N 2.57 -0.15 -0.18 0.154
C 1.36 0.19 -0.22 -0.594
N 0.71 1.27 0.41 -0.247
S -0.81 1.61 -0.40 0.919
C -0.88 -0.19 -0.68 -0.621
C -1.50 -0.96 0.47 -0.094
O 0.46 -0.58 -0.90 -0.041
H 1.30 2.10 0.51 0.099
H -1.42 -0.36 -1.63 0.121
H -1.36 -2.04 0.28 0.092
H -0.99 -0.70 1.42 0.087
H -2.57 -0.73 0.60 0.087
```

(3)
Entry from OMol25: 2 unconnected molecules or ions with the total composition C3H9NO2S (ωB97M-V/def2-TZVPD).

Results
ΔE to the lowest compared entry with this formula, charge and spin: 161.8 kcal/mol
HOMO level: -8.3 eV
Orbital gap: 8.933 eV

The geometry in XYZ format:
```
16
Properties=species:S:1:pos:R:3:lowdin_charge:R:1
C 1.74 -0.63 0.32 -0.148
C -1.28 -1.71 1.21 -0.043
C 1.07 -0.94 -1.01 -0.825
N -2.49 0.28 0.62 0.046
O -0.24 -0.53 -1.20 -0.145
O -1.57 -0.56 1.49 -0.193
S 2.04 -0.13 -2.29 0.813
H 2.04 0.50 0.30 0.099
H 2.63 -1.28 0.36 0.081
H 1.26 -0.82 1.25 0.037
H -1.58 -2.17 0.23 0.029
H 1.06 -2.13 -1.02 0.153
H -3.19 0.65 1.29 0.075
H -3.02 -0.50 0.03 0.120
H -0.20 0.42 -1.21 0.063
H 0.95 0.18 -2.88 -0.163
```

(4)
Entry from OMol25: a molecular structure, C14H20F4N2Pd (ωB97M-V/def2-TZVPD).

Results
HOMO level: 1.2 eV
Orbital gap: 4.359 eV
Charge: -2

The geometry in XYZ format:
```
41
Properties=species:S:1:pos:R:3:lowdin_charge:R:1
Pd -0.83 0.42 -0.14 0.205
C 1.62 -0.59 -1.25 -0.156
N 2.33 0.64 -0.95 -0.286
C 3.64 0.72 -1.53 -0.160
C 1.54 1.86 -1.11 -0.253
C 1.51 2.66 0.20 -0.265
N 0.67 1.93 1.13 0.003
C 0.53 2.37 2.35 -0.211
C -0.20 1.61 3.37 -0.186
F -0.73 0.44 3.02 0.053
C -0.33 2.02 4.66 -0.261
F -0.99 1.24 5.55 0.033
C 0.22 3.21 5.14 -0.026
C 0.91 3.96 4.21 -0.272
F 1.46 5.14 4.62 0.024
C 1.08 3.58 2.90 -0.155
F 1.79 4.43 2.10 0.009
H 1.60 -0.82 -2.33 0.063
H 0.54 -0.46 -0.87 -0.027
H 2.09 -1.43 -0.73 0.062
H 3.63 0.85 -2.63 0.067
H 4.19 -0.19 -1.30 0.066
H 4.19 1.57 -1.10 0.068
H 0.47 1.59 -1.29 0.045
H 1.91 2.47 -1.94 0.099
H 1.12 3.67 -0.01 0.103
H 2.53 2.77 0.58 0.104
H 0.09 3.54 6.16 0.094
C -2.39 -2.44 0.28 -0.154
C -3.36 -1.26 0.26 -0.583
C -4.78 -1.81 0.01 -0.152
C -2.94 -0.17 -0.76 -0.279
H -2.68 -3.22 0.99 0.049
H -1.40 -2.05 0.54 0.029
H -2.32 -2.88 -0.72 0.060
H -3.36 -0.80 1.26 0.098
H -4.85 -2.26 -0.98 0.054
H -5.53 -1.00 0.07 0.050
H -5.05 -2.57 0.76 0.044
H -3.69 0.63 -0.71 -0.031
H -3.08 -0.62 -1.76 -0.026
```

(5)
Entry from OMol25: a molecular structure, C20H32F3GeN6O7S2Ti (ωB97M-V/def2-TZVPD).

Results
ΔE to the lowest compared entry with this formula, charge and spin: 25.9 kcal/mol
HOMO level (spin up / spin down): -2.9 / -3.4 eV
Orbital gap (spin up / spin down): 5.303 / 5.791 eV
Charge: -1
Multiplicity: 3

The geometry in XYZ format:
```
72
Properties=species:S:1:pos:R:3:lowdin_charge:R:1
Ti 0.20 0.90 -0.21 0.917
O 1.34 2.69 3.27 0.089
C 1.31 2.09 2.04 -0.439
O 0.23 1.45 1.70 -0.123
C 2.39 2.11 1.16 -0.224
C 3.68 2.64 1.32 -0.036
C 4.61 2.40 0.31 -0.101
C 4.26 1.69 -0.83 -0.026
C 2.92 1.24 -0.98 -0.259
N 2.03 1.46 0.00 -0.014
C 2.45 0.42 -2.03 -0.424
O 2.93 0.62 -3.31 0.006
O 1.02 0.25 -2.03 -0.284
H 0.49 2.51 3.67 0.099
H 3.93 3.19 2.22 0.097
H 5.62 2.77 0.42 0.092
H 4.98 1.46 -1.60 0.102
H 2.69 1.53 -3.57 0.087
C 2.88 -1.43 1.01 -0.193
Ge 2.21 -1.99 -0.79 0.862
C 1.38 -3.79 -0.38 -0.231
C 3.62 -2.53 -2.10 -0.203
C 0.62 -0.85 -1.17 -0.380
H 3.16 -2.29 1.62 0.010
H 2.04 -0.92 1.48 0.005
H 3.72 -0.74 0.96 0.014
H 2.08 -4.61 -0.58 0.003
H 0.49 -3.95 -1.00 0.007
H 1.08 -3.85 0.67 -0.008
H 4.45 -3.00 -1.58 0.009
H 3.98 -1.67 -2.66 -0.003
H 3.19 -3.25 -2.79 0.007
H -0.17 -1.40 -1.69 0.006
C -3.03 -3.29 2.07 -0.152
C -1.83 -3.33 1.13 -0.194
N -1.21 -2.01 1.05 0.101
C -1.92 -0.87 1.32 -0.384
N -1.77 0.22 0.64 0.001
C -2.71 1.26 1.00 -0.197
C -2.82 1.53 2.51 -0.145
C -2.60 0.24 3.29 -0.151
N -2.78 -0.92 2.41 -0.052
C -2.82 -2.19 3.11 -0.179
H -3.16 -4.25 2.56 0.110
H -3.93 -3.04 1.51 0.116
H -2.16 -3.64 0.14 0.086
H -1.08 -4.03 1.49 0.103
H -0.61 -1.87 0.24 0.058
H -3.70 0.95 0.64 0.117
H -2.44 2.18 0.48 0.089
H -3.81 1.94 2.72 0.106
H -2.08 2.28 2.80 0.094
H -3.30 0.14 4.12 0.115
H -1.58 0.23 3.70 0.123
H -3.65 -2.16 3.81 0.118
H -1.89 -2.38 3.67 0.131
N -1.57 -0.40 -3.83 0.110
C -2.58 -0.43 -2.93 -0.989
N -3.39 0.67 -2.92 0.090
S -2.95 -1.80 -2.06 0.588
H -1.21 0.51 -4.08 0.085
H -0.88 -1.12 -3.73 0.084
H -2.97 1.53 -3.23 0.072
H -3.94 0.76 -2.08 0.077
F -0.36 3.90 -0.07 0.107
C -0.88 4.21 -1.29 -0.627
F -0.40 5.40 -1.62 0.152
F -2.20 4.33 -1.13 0.121
S -0.42 2.77 -2.38 0.549
O 1.00 2.89 -2.41 -0.225
O -1.12 2.93 -3.64 -0.280
O -1.05 1.73 -1.55 -0.389
```

(6)
Entry from OMol25: C2H8OP4 in the gas phase (ωB97M-V/def2-TZVPD).

Results
ΔE to the lowest compared entry with this formula, charge and spin: 0.0 kcal/mol
SMILES: CC(=O)P(#[PH2])[PH]#[PH2]
HOMO level: -8.5 eV
Orbital gap: 8.858 eV

The geometry in XYZ format:
```
15
Properties=species:S:1:pos:R:3:lowdin_charge:R:1
C 1.71 -1.56 0.29 -0.150
C 0.41 -1.07 -0.11 -0.866
O -0.62 -1.70 -0.20 -0.091
P 0.50 0.68 -0.68 0.475
P 1.35 1.53 1.19 0.553
P -1.56 1.00 0.06 0.302
P -2.67 0.28 -1.69 0.464
H 2.58 -0.91 0.10 0.055
H 1.80 -2.59 -0.25 0.134
H 1.57 -1.98 1.28 0.088
H 1.70 2.70 0.75 -0.225
H 0.23 2.22 1.58 -0.197
H -1.25 2.37 -0.16 -0.160
H -2.19 -1.00 -1.42 -0.167
H -3.58 0.02 -0.74 -0.215
```